(1)
The following is a DFT calculation (wB97M-V/def2-TZVPD) of C4H6EuO3 as an isolated structure.

The calculation puts the calculated total energy at -1091.7334 Eh. As for the spin multiplicity: 9. The LUMO energy (spin up / spin down) comes out at 1.936 / 1.620 eV. As for the gap between HOMO and LUMO (spin up / spin down): 3.0 / 2.6 eV. Its largest force on an atom is 4.03 eV/A. The HOMO energy (spin up / spin down) comes out at -1.02 / -0.95 eV. As for the charge: -1. The value obtained for the energy above the lowest of the compared OMol25 structures with the same formula, charge and spin is 128.6 kcal/mol.

XYZ file:
```
14
Properties=species:S:1:pos:R:3:forces:R:3
H 1.282 -1.517 0.553 0.0747 0.1849 0.1631
C 1.137 -0.846 1.407 -0.5749 0.2621 -2.0373
C -0.074 -0.316 1.661 0.8847 -1.7230 3.5385
H -0.956 -0.911 1.423 0.2770 0.6669 -0.7625
H -0.035 -0.040 2.756 -0.5006 0.8461 -1.1309
O 2.362 -0.488 1.853 0.2014 -0.1746 0.1271
O 2.323 0.156 3.126 0.4682 1.6652 0.3644
Eu 3.152 2.403 2.847 -0.7788 -1.7370 -0.1074
C -2.032 0.181 -2.380 2.1923 -0.1465 1.8002
C -0.936 0.210 -1.641 -0.9250 -0.4382 1.5184
O -2.108 0.366 -3.734 -1.3289 0.2213 -2.7397
H -3.015 -0.056 -1.955 0.0309 0.2118 -0.4181
H 0.134 0.323 -1.812 -0.1353 0.2325 -0.9027
H -1.235 0.537 -4.105 0.1141 -0.0713 0.5869
```
Positions in Å, forces in eV/Å.

=====

(2)
The following is a DFT calculation (wB97M-V/def2-TZVPD) of a 2-piece molecular cluster, C2H3O2S2 overall.

The calculation puts the calculated total energy at -1024.7787 Eh. The LUMO energy comes out at 3.346 eV. As for the gap between HOMO and LUMO: 6.8 eV. Its largest force on an atom is 7.44 eV/A. The HOMO energy comes out at -3.43 eV. As for the charge: -1. The value obtained for the energy above the lowest of the compared OMol25 structures with the same formula, charge and spin is 97.6 kcal/mol.

XYZ file:
```
9
Properties=species:S:1:pos:R:3:forces:R:3
C -0.933 0.010 -0.304 1.7285 1.5179 3.2875
C 0.394 0.272 1.470 1.2172 -1.2053 -7.2425
O 1.054 0.391 -1.802 1.0262 0.7608 0.4230
O 0.176 -1.947 -1.611 -0.3381 1.9358 -0.0642
S -2.222 0.926 -0.375 -1.0279 0.1842 0.3384
S -0.137 -0.458 -1.819 0.0227 -3.6143 -1.3349
H -0.119 -0.015 2.275 -1.9753 -0.7833 3.0209
H 1.107 -0.438 0.979 -0.4644 0.4385 1.1055
H 0.681 1.258 1.188 -0.1890 0.7657 0.4663
```
Positions in Å, forces in eV/Å.

=====

(3)
The following is a DFT calculation (wB97M-V/def2-TZVPD) of C10H11NO in the gas phase.

The calculation puts the calculated total energy at -517.4678 Eh. The LUMO energy (spin up / spin down) comes out at -0.070 / -0.735 eV. As for the gap between HOMO and LUMO (spin up / spin down): 8.6 / 6.2 eV. Its largest force on an atom is 4.97 eV/A. The HOMO energy (spin up / spin down) comes out at -8.64 / -6.93 eV. As for the charge: 0. The value obtained for the energy above the lowest of the compared OMol25 structures with the same formula, charge and spin is 128.5 kcal/mol.

XYZ file:
```
23
Properties=species:S:1:pos:R:3:forces:R:3
C 2.960 -0.829 2.184 -1.6224 -0.6463 -1.1470
C 1.680 -0.862 2.861 1.9688 1.1669 1.4731
C 2.971 -0.798 0.743 2.3228 0.2075 1.5521
C 0.476 -0.794 2.151 2.2975 -0.1426 -1.1357
C 1.815 -1.000 0.088 -0.7366 0.9239 0.1363
C 0.609 -0.868 0.712 -2.6917 -0.6288 1.8675
C -0.599 1.332 -1.071 0.4577 0.3093 1.2722
C -1.140 -0.035 -0.864 1.8170 0.8999 -0.0944
C -1.305 2.159 -2.157 4.0867 -2.5812 -1.1374
C -2.350 -0.445 -1.584 0.0484 4.5579 -1.1219
N -0.645 -0.943 0.042 -1.4756 -0.2518 -0.5026
O 0.283 1.886 -0.363 -1.1826 -1.4361 -0.9886
H 3.927 -0.972 2.684 -0.6523 0.5580 0.0653
H 1.761 -0.678 4.020 -0.5560 -0.7585 -2.3747
H 3.939 -0.567 0.220 -1.0217 -0.6557 0.5116
H -0.477 -0.635 2.650 0.1582 -0.1289 -0.3311
H -0.751 3.055 -2.325 0.2909 0.5524 -0.0910
H -2.242 2.329 -1.871 -3.9799 1.0005 1.0297
H -1.309 1.515 -3.059 -0.1491 0.6687 0.1409
H -2.960 0.490 -1.652 -0.1922 -0.7876 0.5336
H -2.911 -1.155 -1.153 -1.8718 -2.7757 1.7413
H -2.322 -0.598 -2.630 0.9279 -0.8619 -1.2345
H -1.410 -1.588 0.375 1.7560 0.8101 -0.1649
```
Positions in Å, forces in eV/Å.

=====

(4)
The following is a DFT calculation (wB97M-V/def2-TZVPD) of C23H30BeNOPS5 as an isolated structure.

The calculation puts the calculated total energy at -3371.5783 Eh. The LUMO energy comes out at -0.580 eV. As for the gap between HOMO and LUMO: 5.9 eV. Its largest force on an atom is 0.74 eV/A. The HOMO energy comes out at -6.53 eV. As for the charge: 0. The value obtained for the energy above the lowest of the compared OMol25 structures with the same formula, charge and spin is 18.4 kcal/mol.

XYZ file:
```
62
Properties=species:S:1:pos:R:3:forces:R:3
Be 1.488 -2.261 0.259 0.2088 0.0729 -0.4756
O 1.044 -1.554 1.812 -0.2881 -0.2365 0.0786
C 0.482 -2.529 2.681 -0.0228 -0.1636 0.3216
C -0.206 -3.507 1.780 -0.1675 -0.0643 -0.0856
C -1.216 -4.355 2.191 0.0322 0.0108 0.0360
C -1.826 -5.164 1.244 0.1338 0.1539 -0.0273
C -1.420 -5.067 -0.080 -0.0651 -0.1004 0.0573
C -0.391 -4.206 -0.407 0.0682 0.0163 -0.1610
N 0.215 -3.455 0.514 -0.0657 0.0826 0.3299
H 1.566 -0.898 2.288 0.1381 0.0808 -0.2383
H -0.238 -2.075 3.366 0.0702 0.0381 -0.0335
H 1.261 -3.036 3.262 0.0132 0.0837 -0.0185
H -1.524 -4.357 3.228 -0.0330 -0.0418 -0.0015
H -2.619 -5.839 1.536 -0.0297 -0.0013 -0.0331
H -1.903 -5.644 -0.855 0.0404 -0.0348 -0.0143
H -0.040 -4.071 -1.422 0.0517 -0.0145 0.0087
S 6.380 -0.772 -4.286 0.1495 0.0437 -0.0905
C 5.216 -1.150 -3.199 -0.1324 -0.0470 0.0817
S 5.534 -1.909 -1.668 -0.2311 0.1447 -0.2351
C 3.873 -1.990 -1.119 0.1406 0.1029 -0.2252
C 2.944 -1.496 -1.956 0.1531 0.0192 -0.1946
S 1.236 -1.470 -1.630 -0.0538 -0.1213 0.2975
S 3.527 -0.837 -3.469 0.2681 -0.1305 0.2291
S 3.504 -2.670 0.436 -0.2675 -0.1647 0.2859
C -0.972 2.723 2.640 -0.0010 -0.0043 -0.0361
C -1.552 2.023 1.410 0.2303 -0.1462 -0.0302
C -2.423 0.857 1.906 0.0602 0.0350 -0.0415
C -2.447 2.976 0.619 0.0340 0.0016 0.0951
P -0.126 1.194 0.429 -0.2701 0.6895 -0.0511
C -1.086 0.791 -1.089 0.1276 -0.1338 0.1300
C -1.191 1.545 -2.254 -0.0515 -0.0593 0.0216
C -1.951 1.096 -3.325 0.0066 0.0878 -0.0509
C -2.646 -0.100 -3.246 0.0061 -0.0029 -0.0134
C -2.561 -0.858 -2.088 -0.0408 -0.0414 -0.0088
C -1.775 -0.423 -1.035 -0.0166 0.0097 -0.0541
C 1.144 2.533 -0.041 -0.1416 -0.1864 0.0653
C 0.634 3.941 -0.352 -0.0251 -0.0730 0.0674
C 1.963 1.993 -1.222 -0.0195 -0.0375 0.0818
C 2.100 2.622 1.159 0.0284 0.0351 -0.0116
H -1.779 3.001 3.323 -0.0262 0.0013 -0.0007
H -0.438 3.636 2.379 0.0236 -0.0179 0.0292
H -0.289 2.063 3.181 0.0083 0.0326 0.0384
H -3.107 1.212 2.681 -0.0315 0.0279 -0.0189
H -1.809 0.058 2.332 -0.0261 -0.0165 0.0438
H -3.018 0.440 1.095 -0.0243 -0.0517 0.0142
H -3.311 3.247 1.233 -0.0057 0.0457 0.0036
H -2.818 2.500 -0.287 -0.0500 0.0293 -0.0118
H -1.931 3.894 0.342 -0.0229 -0.0053 -0.0117
H -0.675 2.488 -2.351 0.0133 0.0141 0.0113
H -1.998 1.696 -4.225 -0.0256 -0.0198 -0.0198
H -3.238 -0.443 -4.084 -0.0128 0.0005 -0.0044
H -3.099 -1.795 -2.012 0.0250 -0.0190 -0.0049
H -1.678 -1.050 -0.154 0.0214 -0.0002 0.0261
H -0.093 3.962 -1.161 -0.0067 0.0386 -0.0132
H 1.481 4.566 -0.647 0.0057 0.0098 -0.0063
H 0.177 4.402 0.524 -0.0047 0.0357 -0.0424
H 1.350 1.731 -2.080 0.0445 -0.0009 -0.0572
H 2.513 1.099 -0.927 0.0034 -0.0430 -0.0552
H 2.689 2.748 -1.535 0.0248 0.0194 0.0356
H 1.612 3.004 2.056 0.0374 -0.0167 -0.0073
H 2.924 3.298 0.914 0.0153 0.0265 -0.0099
H 2.537 1.646 1.385 -0.0242 0.0065 0.0059
```
Positions in Å, forces in eV/Å.